Record 1
C20H21AsGeN3ReS5 as an isolated structure, computed with the ωB97M-V functional and the def2-TZVPD basis.

Last column: natural (NBO) charge in e.
Element x y z (Å)
Re 0.41 0.35 0.77  0.39
N 1.32 1.19 -1.01  -0.59
N 0.55 2.14 -1.75  -0.43
C -0.76 2.24 -1.50  0.33
N -1.49 3.05 -2.24  -0.72
S -1.47 1.35 -0.21  0.03
H 2.21 1.63 -0.77  0.43
H 1.53 0.40 -1.62  0.43
H 1.00 2.57 -2.55  0.42
H -1.12 3.58 -3.02  0.43
H -2.48 3.13 -2.05  0.44
S 1.00 3.71 3.99  -0.17
As -1.27 3.87 4.41  0.76
S 1.17 0.58 2.89  -0.01
S 1.13 2.61 2.30  -0.05
S -2.13 2.70 3.01  -0.46
C 0.24 -1.34 0.42  -0.32
Ge -0.44 -2.70 2.76  1.81
C -2.17 -2.04 3.28  -0.46
C -2.71 -2.70 4.39  -0.23
C -3.96 -2.33 4.88  -0.19
C -4.67 -1.31 4.26  -0.16
C -4.13 -0.66 3.15  -0.20
C -2.89 -1.03 2.66  -0.22
C -0.37 -4.21 1.60  -0.59
C 0.71 -5.09 1.63  -0.18
C 0.69 -6.23 0.84  -0.20
C -0.40 -6.48 0.02  -0.15
C -1.49 -5.61 -0.01  -0.22
C -1.48 -4.48 0.79  -0.13
C 0.98 -2.37 3.99  -0.50
C 2.31 -2.58 3.63  -0.22
C 3.32 -2.38 4.56  -0.19
C 3.00 -1.98 5.85  -0.15
C 1.68 -1.78 6.22  -0.20
C 0.67 -1.96 5.29  -0.20
H 0.05 -2.26 -0.12  0.23
H -2.18 -3.51 4.88  0.23
H -4.37 -2.84 5.74  0.24
H -5.64 -1.02 4.64  0.24
H -4.70 0.13 2.67  0.23
H -2.49 -0.52 1.80  0.21
H 1.55 -4.91 2.29  0.23
H 1.52 -6.92 0.86  0.24
H -0.41 -7.37 -0.60  0.24
H -2.34 -5.82 -0.64  0.24
H -2.33 -3.81 0.79  0.22
H 2.57 -2.89 2.62  0.22
H 4.36 -2.53 4.28  0.24
H 3.79 -1.84 6.58  0.24
H 1.44 -1.47 7.23  0.24
H -0.36 -1.78 5.57  0.23

The value obtained for the total energy is -199196.2631 eV. Its energy above the lowest of the compared OMol25 structures with the same formula, charge and spin is 31.5 kJ/mol. The multiplicity is 1. The orbital gap comes out at 7.0 eV. The net charge is +2. The largest force on an atom comes out at 1.00 eV Å⁻¹.



Record 2
An isolated ion of composition C8H16NO2 and charge +1, computed with the ωB97M-V functional and the def2-TZVPD basis.

Last column: natural (NBO) charge in e.
Element x y z (Å)
C 2.16 -0.01 0.39  -0.09
C 1.44 -1.09 0.80  -0.35
C 1.54 1.38 0.06  -0.49
C 0.03 1.51 -0.33  -0.01
C -0.05 -1.20 0.81  0.33
C -0.51 0.26 -0.95  0.25
C -2.01 0.09 -0.85  -0.68
C 0.19 -0.31 -2.16  -0.70
N -0.63 -0.68 2.09  -0.73
O -0.67 1.87 0.79  -0.74
O -0.70 -2.37 0.69  -0.68
H 3.17 -0.08 0.22  0.22
H 2.07 -2.01 1.01  0.23
H 1.44 2.01 0.97  0.26
H 2.10 1.97 -0.74  0.24
H 0.03 2.09 -1.23  0.21
H -2.22 -1.01 -1.05  0.24
H -2.46 0.69 -1.65  0.24
H -2.46 0.19 0.09  0.21
H 0.28 0.37 -2.91  0.24
H -0.40 -1.14 -2.47  0.23
H 1.19 -0.62 -2.07  0.24
H -1.75 -0.61 2.09  0.46
H -0.35 0.25 2.36  0.45
H -0.26 -1.29 2.90  0.44
H -1.14 2.70 0.66  0.51
H -0.03 -2.94 0.47  0.49

The value obtained for the total energy is -14130.2759 eV. Its energy above the lowest of the compared OMol25 structures with the same formula, charge and spin is 321.4 kJ/mol. The multiplicity is 1. The orbital gap (alpha / beta) comes out at 8.6 / 8.6 eV. The net charge is +1. The largest force on an atom comes out at 4.47 eV Å⁻¹.



Record 3
An isolated ion of composition CH6N4O and charge +2, computed with the ωB97M-V functional and the def2-TZVPD basis.

Last column: natural (NBO) charge in e.
Element x y z (Å)
H -2.85 -0.17 1.42  0.46
N -2.24 -0.67 2.18  0.00
N -1.05 -0.60 2.05  0.16
O -0.04 -0.26 0.93  -0.38
C -0.14 0.12 -0.38  0.37
N 1.09 0.08 -0.88  -0.20
N 1.50 0.48 -2.07  -0.57
H -0.25 -0.78 2.75  0.51
H -1.10 0.37 -0.73  0.25
H 1.79 0.00 -0.09  0.48
H 2.47 0.43 -2.45  0.48
H 0.82 0.99 -2.72  0.45

The value obtained for the total energy is -9116.7835 eV. Its energy above the lowest of the compared OMol25 structures with the same formula, charge and spin is 192.1 kJ/mol. The multiplicity is 1. The SMILES is [H]/N=[NH+]\O/C=[NH+]/N. The orbital gap (alpha / beta) comes out at 7.2 / 7.2 eV. The net charge is +2. The largest force on an atom comes out at 3.20 eV Å⁻¹.



Record 4
C38H39FN5O4Re as an isolated structure, computed with the ωB97M-V functional and the def2-TZVPD basis.

Last column: Löwdin spin population.
Element x y z (Å)
Re -1.55 -0.48 -2.11  0.81
C -1.21 -0.74 5.50  0.00
C -0.98 -2.01 4.71  0.00
N -0.69 -1.74 3.28  0.00
C -1.69 -1.85 2.40  0.00
C -1.57 -1.56 1.06  0.00
C -2.80 -1.81 0.26  0.01
O -3.76 -2.36 0.68  0.00
O -2.83 -1.29 -1.02  0.06
C -0.33 -1.13 0.55  0.00
O -0.12 -0.87 -0.68  0.04
C 0.76 -1.04 1.49  0.00
C 2.03 -0.63 1.07  0.00
C 3.06 -0.56 1.95  0.00
F 4.27 -0.21 1.48  0.00
C 2.92 -0.87 3.33  0.00
C 1.64 -1.23 3.75  0.00
C 0.57 -1.34 2.85  0.00
N 3.98 -0.82 4.24  0.00
C 4.09 -1.81 5.30  0.00
C 4.35 -1.11 6.63  0.00
N 5.23 0.10 6.37  0.00
C 6.12 -0.12 5.18  0.00
C 5.27 -0.19 3.92  0.00
H -1.42 -0.99 6.54  0.00
H -2.06 -0.18 5.11  0.00
H -0.33 -0.08 5.48  0.00
H -1.87 -2.64 4.73  0.00
H -0.17 -2.62 5.10  0.00
H -2.64 -2.18 2.79  0.00
H 2.21 -0.41 0.03  0.00
H 1.47 -1.43 4.79  0.00
H 4.90 -2.51 5.07  0.00
H 3.19 -2.41 5.38  0.00
H 4.87 -1.76 7.34  0.00
H 3.44 -0.74 7.09  0.00
H 5.79 0.31 7.20  0.00
H 4.64 0.91 6.20  0.00
H 6.67 -1.03 5.38  0.00
H 6.83 0.70 5.12  0.00
H 5.84 -0.74 3.17  0.00
H 5.09 0.81 3.54  0.00
C 1.12 -0.91 -5.49  0.00
C -0.11 -1.21 -4.73  0.01
O -0.20 -0.80 -3.53  0.02
N -1.07 -1.94 -5.27  0.01
C -2.30 -2.35 -4.59  0.00
C -3.33 -1.26 -4.48  0.01
C -4.40 -1.21 -5.34  0.00
C -5.35 -0.20 -5.21  0.02
C -5.18 0.74 -4.21  0.00
C -4.08 0.64 -3.38  0.01
N -3.16 -0.33 -3.51  0.00
H 1.93 -1.52 -5.09  0.00
H 1.38 0.14 -5.34  0.00
H 1.01 -1.11 -6.56  0.00
H -0.92 -2.27 -6.21  0.00
H -2.04 -2.76 -3.60  0.00
H -2.71 -3.18 -5.16  0.00
H -4.52 -1.98 -6.10  0.00
H -6.20 -0.15 -5.87  0.00
H -5.89 1.54 -4.06  0.00
H -3.90 1.36 -2.60  0.00
C 0.28 3.11 -6.57  0.00
C -0.75 2.21 -6.32  0.00
C -1.15 1.95 -5.02  0.00
C -0.54 2.61 -3.93  0.00
C 0.46 3.54 -4.21  0.00
C 0.89 3.78 -5.51  0.00
C -0.92 2.46 -2.52  0.02
C -1.39 1.46 -1.73  -0.01
C -1.57 1.73 -0.27  0.00
C -2.83 1.62 0.32  0.00
C -3.00 1.85 1.68  0.00
C -1.91 2.18 2.47  0.00
C -0.65 2.30 1.89  0.00
C -0.48 2.07 0.53  0.00
H 0.59 3.31 -7.59  0.00
H -1.25 1.73 -7.14  0.00
H -1.98 1.29 -4.85  0.00
H 0.92 4.08 -3.40  0.00
H 1.67 4.50 -5.70  0.00
H -0.66 3.35 -1.95  0.00
H -3.69 1.36 -0.29  0.00
H -3.99 1.79 2.11  0.00
H -2.05 2.39 3.52  0.00
H 0.20 2.59 2.49  0.00
H 0.50 2.17 0.08  0.00

The value obtained for the total energy is -60505.2323 eV. Its energy above the lowest of the compared OMol25 structures with the same formula, charge and spin is 0.0 kJ/mol. The multiplicity is 2. The orbital gap (alpha / beta) comes out at 6.5 / 6.6 eV. The net charge is +3. The largest force on an atom comes out at 0.69 eV Å⁻¹.